# 1
A gas-phase ion, C6H12N3S (charge +1), computed with wB97M-V/def2-TZVPD.

Structure (XYZ):
```
22
Properties=species:S:1:pos:R:3
C 1.18765 3.09632 -2.83742
C 0.65933 1.76628 -2.45339
S 1.14645 0.31545 -3.14147
N -0.12143 1.75791 -1.30884
N -0.28479 0.85835 -0.56104
N -0.18823 -0.23930 -0.18859
C -0.48876 -1.04057 1.00755
C -1.82692 -0.78872 1.65761
C 0.62195 -0.65815 2.11377
C -0.22068 -2.51073 0.53144
H 0.69579 3.52746 -3.81485
H 1.12347 3.71996 -1.94817
H 2.30034 2.90199 -3.17686
H -2.60259 -0.76931 0.85865
H -2.07597 -1.58100 2.28443
H -1.89692 0.15586 2.25959
H 0.33825 -1.32471 3.03169
H 1.67128 -0.80829 2.00425
H 0.32641 0.31307 2.41163
H -0.79838 -3.20890 1.07556
H -0.37525 -2.65072 -0.56471
H 0.80900 -2.83226 0.75918
```

Results
2S+1 ... 1
Energy above the lowest of the compared OMol25 structures with the same formula, charge and spin ... 501.6 kJ/mol
SMILES ... CC(=S)N=[N+]=NC(C)(C)C
Total charge ... +1
HOMO (spin up / spin down) ... -13.48 / -13.48 eV

Results of the Löwdin charge analysis, in e, for atoms 1 through 8: -0.102 -0.788 0.797 0.131 0.055 0.273 -0.501 -0.026

***

# 2
2 unconnected molecules or ions with the total composition C7H11N2O2, computed with wB97M-V/def2-TZVPD.

Structure (XYZ):
```
22
Properties=species:S:1:pos:R:3
C 0.38960 -2.85794 -1.02784
C -0.27482 -2.71697 -2.50618
O 0.60172 -2.66379 -3.39020
O -1.51280 -2.61250 -2.59602
H 0.60602 -3.89215 -0.82742
H -0.36463 -2.48870 -0.32243
H 1.23418 -2.17087 -1.02261
C 1.22805 0.63848 0.98413
C 2.05819 1.81675 0.42171
C -0.25339 0.85058 0.87770
C -0.84210 2.04485 1.16232
C -2.36132 0.45821 0.82527
N -1.18401 -0.12335 0.67342
N -2.22685 1.80493 1.03382
H 1.56863 -0.31193 0.58753
H 1.42038 0.48133 2.06255
H 2.41259 2.65663 0.99819
H -0.57028 3.09641 1.13247
H -3.19891 -0.06243 0.35479
H -2.97110 2.47293 1.12780
H 1.39113 2.25527 -0.35340
H 2.84974 1.32424 -0.19559
```

Results
2S+1 ... 1
Energy above the lowest of the compared OMol25 structures with the same formula, charge and spin ... 184.5 kJ/mol
Total charge ... -1
HOMO ... -3.38 eV

Results of the Löwdin charge analysis, in e, for atoms 1 through 8: -0.060 -0.793 -0.128 -0.117 0.029 0.020 0.028 -0.194

***

# 3
A molecular structure, C2H4N2O, computed with wB97M-V/def2-TZVPD.

Structure (XYZ):
```
9
Properties=species:S:1:pos:R:3
N -0.41876 0.25993 0.08401
N -0.76402 -0.08635 -1.23545
O -1.26482 -0.41460 1.13929
C 0.91291 0.18532 0.34785
C 2.07773 0.11468 0.61747
H -1.19188 0.78891 0.86383
H -1.73126 0.19477 -1.36563
H -0.72759 -1.10428 -1.30808
H 3.10769 0.06162 0.85671
```

Results
2S+1 ... 1
Energy above the lowest of the compared OMol25 structures with the same formula, charge and spin ... 660.6 kJ/mol
Total charge ... 0
HOMO ... -9.50 eV

Results of the Löwdin charge analysis, in e, for atoms 1 through 8: -0.323 0.087 -0.156 -0.151 0.144 0.181 0.092 0.100

***

# 4
A molecular structure, C4H11O3Sn, computed with wB97M-V/def2-TZVPD.

Structure (XYZ):
```
19
Properties=species:S:1:pos:R:3
O -0.60718 -1.49543 0.37305
C 0.73723 -1.78537 0.63984
C 1.58519 -0.55075 0.36614
O 0.95564 0.58486 0.98193
C 1.66167 1.80592 0.78701
Sn -0.97123 0.25278 1.02078
H 1.11100 -2.59362 -0.01349
H 0.91439 -2.13087 1.67577
H 1.60514 -0.35489 -0.71895
H 2.60555 -0.65224 0.76321
H 1.07478 2.62336 1.21689
H 2.64953 1.73612 1.26166
H 1.78923 2.01200 -0.28511
O -1.94898 0.60678 -0.54520
H -1.79195 -0.34352 -1.15102
C -2.10807 1.84659 -1.22889
H -1.58624 1.82942 -2.19482
H -3.17843 2.04554 -1.36974
H -1.69635 2.65904 -0.61668
```

Results
2S+1 ... 1
Total charge ... +1
HOMO ... -12.65 eV

Results of the Löwdin charge analysis, in e, for atoms 1 through 8: -0.365 -0.285 -0.164 -0.452 -0.040 1.269 0.144 0.136

***

# 5
6 unconnected molecules or ions with the total composition C49H68F6N2O17S9, computed with wB97M-V/def2-TZVPD.

Structure (XYZ):
```
151
Properties=species:S:1:pos:R:3
C 1.61337 -0.52551 -3.80476
C 1.24605 -1.91296 -4.20409
C 1.29293 -3.24908 -3.25530
C 0.48577 -3.11068 -1.82748
C -1.15427 -3.00453 -1.71252
N -1.92110 -3.03141 -3.04623
C -2.11570 -1.75490 -3.52246
S -2.10790 -0.03259 -3.72789
C -1.92654 -2.83518 -0.23908
C -3.58333 -2.69370 -0.35618
C -1.10710 -2.79947 1.21235
S -1.97873 -2.61163 2.86290
O -1.16287 -3.19940 4.07895
O -2.03509 -1.05966 3.14530
C -3.67317 -3.40976 2.95931
F -3.77842 -4.71581 2.23059
F -3.90077 -3.74776 4.41096
F -4.80011 -2.46680 2.60917
C 0.55680 -2.90509 1.07147
C 1.32382 -3.03947 -0.40891
S 3.23296 -3.12942 -0.41084
C 3.57580 -4.10044 1.19929
C 2.49397 -3.80251 2.42025
C 2.75433 -4.68015 3.81951
C 4.01817 -5.74383 4.00227
S 4.16523 -6.66010 5.63498
O 3.03372 -6.18203 6.58119
O 5.52364 -6.49112 6.35618
F 3.87015 -8.34950 5.34801
C 5.12654 -5.99488 2.77543
C 6.39579 -7.01154 2.98788
C 6.08116 -8.58900 2.66851
F 4.63736 -8.91900 2.56398
C 4.82901 -5.14937 1.38430
C 5.85565 -5.31385 0.09393
C 6.72579 -3.88720 0.04934
C 7.41884 -3.62102 -1.41686
C 6.35232 -3.52554 -2.66806
C 6.90292 -4.45240 -3.93401
O 6.71967 -3.74933 -5.24220
C 5.28455 -3.64995 -5.56162
C 4.43033 -4.92371 -6.19653
O 4.57928 -2.50012 -5.39328
N 1.34314 -2.82784 2.35866
C 1.73318 -1.41724 2.73595
C 1.43288 -0.28479 1.57775
O 0.26985 0.38021 1.42914
F 2.53557 0.00716 0.60521
H 0.85599 0.34126 -4.10960
H 2.57940 -0.19653 -3.23220
H 0.84960 -2.04615 -5.32153
H 2.41524 -3.60441 -3.14134
H 0.73404 -4.11278 -3.85983
H -3.93332 -2.39771 -1.45608
H -4.14890 -3.68564 -0.08906
H -3.86850 -1.77515 0.32516
H 2.02600 -4.56149 4.72776
H 7.29178 -6.65347 2.28731
H 6.82011 -6.93665 4.09764
H 6.64950 -8.86202 1.67647
H 6.60043 -9.21576 3.53988
H 6.57521 -6.22327 0.25506
H 5.18960 -5.46883 -0.85678
H 6.03816 -2.94778 0.29663
H 7.49776 -3.96155 0.94413
H 8.15166 -4.53884 -1.60582
H 7.99266 -2.58692 -1.38905
H 6.17866 -2.39577 -3.00338
H 5.27447 -3.94104 -2.41127
H 6.37479 -5.50559 -3.92262
H 8.06382 -4.62980 -3.79376
H 3.68122 -5.34725 -5.39812
H 3.78164 -4.51036 -7.09357
H 5.11476 -5.80442 -6.57373
H 1.04139 -1.11960 3.66213
H 2.86242 -1.32190 3.09585
O -3.31893 3.00873 -5.86795
S -2.87607 3.65533 -4.65061
O -1.51267 3.55298 -4.16987
C -3.32912 5.37702 -4.72885
C -4.73262 5.42301 -4.14334
C -4.70136 4.50776 -2.92025
C -3.99877 3.21527 -3.33245
H -3.28233 5.72928 -5.76070
H -2.62441 5.93705 -4.10692
H -5.02475 6.44363 -3.87948
H -5.45668 5.04074 -4.87274
H -4.13691 4.99391 -2.11528
H -5.70762 4.30613 -2.53987
H -3.43348 2.78258 -2.50314
H -4.70860 2.48084 -3.72287
O -7.42158 8.74340 -6.01723
S -7.47478 8.42512 -4.60584
O -6.87969 7.22202 -4.05915
C -6.87587 9.82986 -3.68736
C -8.11421 10.68293 -3.45597
C -9.22461 9.70582 -3.07275
C -9.17206 8.54152 -4.06053
H -6.09957 10.34475 -4.25590
H -6.46868 9.46187 -2.74088
H -7.94610 11.43243 -2.67711
H -8.38639 11.20826 -4.37922
H -9.04902 9.33489 -2.05564
H -10.20770 10.18682 -3.08137
H -9.46754 7.60064 -3.58941
H -9.79738 8.73182 -4.93713
O -11.85321 8.63318 -3.84133
S -12.55804 9.11864 -2.67357
O -12.08099 10.24115 -1.89073
C -14.25757 9.41265 -3.12166
C -14.94625 8.07791 -2.87888
C -14.39375 7.56224 -1.55095
C -12.87643 7.73699 -1.58667
H -14.31836 9.74498 -4.15937
H -14.65058 10.18566 -2.45454
H -16.03443 8.18629 -2.85134
H -14.69562 7.37434 -3.68176
H -14.81376 8.15240 -0.72740
H -14.66677 6.51660 -1.37777
H -12.47313 7.95488 -0.59451
H -12.38182 6.85593 -2.00471
O 2.47307 -1.25188 5.79573
S 2.91593 -0.60528 7.01307
O 4.27933 -0.70763 7.49382
C 2.46288 1.11641 6.93483
C 1.05938 1.16240 7.52035
C 1.09064 0.24714 8.74343
C 1.79323 -1.04534 8.33124
H 2.50967 1.46867 5.90299
H 3.16759 1.67644 7.55677
H 0.76725 2.18302 7.78421
H 0.33532 0.78013 6.79094
H 1.65509 0.73330 9.54841
H 0.08438 0.04552 9.12382
H 2.35852 -1.47803 9.16054
H 1.08340 -1.77977 7.94081
O 9.59807 -5.10346 2.05735
S 10.54863 -4.03386 1.83709
O 11.36263 -3.95386 0.64065
C 9.71071 -2.47788 2.06604
C 9.85632 -2.18809 3.55250
C 11.29929 -2.54622 3.90492
C 11.60182 -3.90451 3.27435
H 8.67123 -2.56232 1.74460
H 10.23123 -1.72598 1.46540
H 9.62956 -1.14291 3.78229
H 9.16787 -2.81891 4.12743
H 11.97488 -1.78828 3.49016
H 11.45758 -2.56954 4.98765
H 12.64767 -3.98104 2.96636
H 11.35206 -4.72512 3.95249
```

Results
2S+1 ... 1
SMILES ... C=CCc1c(N=C=S)c(C)c(S(=O)(=O)C(F)(F)F)c2c1Sc1c(cc(S(=O)(=O)F)c(CCF)c1CCCCCOC(C)=O)N2CC(=O)F.O=S1(=O)CCCC1.O=S1(=O)CCCC1.O=S1(=O)CCCC1.O=S1(=O)CCCC1.O=S1(=O)CCCC1
Total charge ... 0
HOMO ... -8.33 eV

Results of the Löwdin charge analysis, in e, for atoms 1 through 8: -0.017 -0.169 -0.184 -0.053 -0.097 -0.002 -0.503 0.681

***

# 6
A molecular structure, C14H24Cl4F3I2NO9P2S, computed with wB97M-V/def2-TZVPD.

Structure (XYZ):
```
60
Properties=species:S:1:pos:R:3
C -0.46864 3.55763 1.37111
C -0.22603 3.47392 -0.12117
O 0.10367 2.13724 -0.46851
C 1.20874 2.02841 -1.33600
C 1.77828 0.61169 -1.39166
C 0.90148 -0.58830 -1.01980
O -0.06237 -1.03617 -1.96102
C -1.32900 -0.56687 -2.34911
Cl -1.64732 -1.84962 -3.64964
C -1.44608 0.72453 -3.12508
C -0.41586 1.12876 -4.18086
O -0.44008 2.25851 -4.57191
I 1.04375 -0.15102 -5.09027
C -2.54798 -0.86632 -1.30883
I -4.38717 -1.10435 -2.52982
O -2.12600 -2.06702 -0.77394
C -2.72305 -2.81030 0.25014
C -2.66720 -2.23426 1.67729
N -1.99486 -4.05973 0.14094
F -4.02816 -3.15040 -0.00443
C -2.88753 0.25779 -0.32406
C -4.22429 0.17759 0.40170
F -2.92719 1.46964 -0.99662
P 0.45304 -0.72712 0.83141
P 2.26932 -0.83939 2.02085
O 1.83652 -0.30829 3.32330
O 3.45472 0.03976 1.42858
O 2.74924 -2.32867 2.16212
S 2.03987 -2.06139 -1.14368
O 3.38689 -1.70218 -0.85825
O 1.43508 -3.13994 -0.43796
F 1.96624 -2.41404 -2.63727
H -1.06821 4.42614 1.61411
H -1.02320 2.67159 1.66755
H 0.46053 3.55497 1.93048
H -1.12684 3.78032 -0.64656
H 0.56652 4.16419 -0.40655
H 1.99622 2.69866 -0.99109
H 0.93551 2.40524 -2.31793
H 2.10864 0.45894 -2.41859
H 2.68075 0.58582 -0.79751
H -2.37870 0.74134 -3.67657
H -1.48351 1.59148 -2.48456
H -1.97885 -2.81216 2.27691
H -2.34790 -1.20682 1.73577
H -3.64393 -2.36307 2.12879
H -1.00334 -3.84680 0.15298
H -2.23188 -4.64599 0.92764
H -2.13760 0.37898 0.44681
H -4.48090 -0.81061 0.74966
H -4.12821 0.81115 1.28167
H -4.99756 0.62263 -0.20566
H 0.06013 0.54138 1.26339
H 3.49053 0.85111 1.95399
H 3.28016 -2.64048 1.41525
C 6.08912 0.81067 4.32163
Cl 7.56353 1.58673 3.74471
Cl 4.70130 1.89394 4.13818
Cl 5.81191 -0.71481 3.49176
H 6.20775 0.60538 5.37623
```

Results
2S+1 ... 1
Total charge ... 0
HOMO ... -8.93 eV

Results of the Löwdin charge analysis, in e, for atoms 1 through 8: -0.057 -0.257 -0.204 -0.190 -0.156 -0.576 -0.224 -0.652